# 1
Entry from the OMol25 dataset: C15H24F3N4O19Tl as an isolated structure in a non-equilibrium geometry (ωB97M-V with the def2-TZVPD basis set).

The geometry in XYZ format:
```
66
Properties=species:S:1:pos:R:3:lowdin_charge:R:1
Tl -0.7502 0.4037 -5.8436 1.18
C 0.3163 0.0705 -1.0253 0.09
C 0.2488 0.4408 -2.4319 -0.60
O 0.8866 -0.0851 -3.3745 0.20
O -0.5166 1.3134 -2.9002 0.20
H 0.0151 -0.9611 -0.8294 0.12
H -0.1968 0.7082 -0.3027 0.11
H 1.4062 0.0845 -0.8344 0.12
C 3.5652 1.2780 1.3818 -0.06
C 2.3196 2.0914 1.6972 -0.30
O 2.6479 2.6562 2.9248 0.14
C 3.5250 1.8211 3.5699 -0.53
O 3.7858 1.8701 4.7125 0.23
O 4.0359 0.9307 2.6845 0.09
F 1.2606 1.2202 1.8770 0.04
H 4.2794 1.7909 0.7369 0.15
H 3.3268 0.3201 0.9189 0.10
H 2.1134 2.8327 0.9309 0.15
C -1.4329 0.4511 4.3961 -0.02
C -1.9108 0.1553 2.9822 -0.31
O -1.0085 -0.8561 2.5880 0.10
C -0.7258 -1.5765 3.7196 -0.54
O -0.2004 -2.6310 3.7314 0.19
O -1.1547 -0.8973 4.8076 0.09
F -1.8189 1.1634 2.0712 0.05
H -2.1752 0.9189 5.0324 0.15
H -0.5076 1.0318 4.3931 0.15
H -2.9472 -0.1935 3.0219 0.18
C -4.6163 -2.4368 -1.6915 -0.01
C -3.7821 -1.4353 -0.9070 -0.27
O -2.9860 -0.8333 -1.8877 0.12
C -3.0867 -1.5310 -3.0543 -0.55
O -2.4812 -1.2508 -4.0439 0.04
O -3.9025 -2.5592 -2.9278 0.12
F -2.9207 -2.0801 -0.0417 0.04
H -5.6052 -2.0195 -1.8937 0.15
H -4.7366 -3.3899 -1.1881 0.15
H -4.3442 -0.7210 -0.3150 0.17
C 2.8113 -3.2152 2.4006 0.10
N 3.2707 -2.9486 0.9989 -0.40
O 2.9066 -1.9143 0.4451 0.07
O 4.0991 -3.6673 0.5048 0.17
H 3.5720 -3.8410 2.8571 0.12
H 1.8407 -3.6937 2.3263 0.10
H 2.8241 -2.2456 2.8906 0.11
C 1.5628 4.0173 -3.1704 0.08
N 1.6272 3.8902 -4.6566 -0.40
O 0.9931 2.9844 -5.2017 -0.02
O 2.2803 4.6874 -5.2631 0.18
H 2.4356 3.4861 -2.7960 0.12
H 0.6773 3.4743 -2.8497 0.07
H 1.5024 5.0655 -2.9074 0.12
C -0.8170 -4.5799 -1.0895 0.06
N 0.6619 -4.6482 -1.1882 -0.43
O 1.2533 -5.1588 -0.2588 0.10
O 1.1911 -4.2922 -2.2189 0.11
H -1.1224 -3.5485 -1.2346 0.07
H -1.1214 -4.9541 -0.1180 0.11
H -1.2141 -5.2462 -1.8520 0.12
C -2.1574 3.6567 0.1196 0.08
N -0.9505 4.4954 -0.2300 -0.44
O -1.0304 5.2541 -1.1690 0.08
O 0.0426 4.3509 0.4605 0.06
H -2.4365 3.2236 -0.8374 0.09
H -2.8831 4.3403 0.5441 0.11
H -1.7452 2.9319 0.8081 0.06
```

Its maximum force is 2.3 eV Å⁻¹. The frontier orbital gap is 2.0 eV. As for the charge: +2. As for the spin multiplicity: 1. The calculation puts the energy at -2705.491418 Eh. For the energy above the lowest of the compared OMol25 structures with the same formula, charge and spin, the calculation gives 0.0 kcal per mole.

# 2
Entry from the OMol25 dataset: one molecule with the formula C15H24N4O3 (ωB97M-V with the def2-TZVPD basis set).

The geometry in XYZ format:
```
46
Properties=species:S:1:pos:R:3:lowdin_charge:R:1
C -3.9733 -0.2374 0.8619 0.01
N -2.8677 0.4234 0.2082 0.00
C -1.6456 0.6109 0.8116 -0.36
O -1.4004 0.2557 1.9368 0.10
C -0.7084 1.2291 -0.2208 -0.20
N 0.0315 2.3980 0.2498 -0.11
C 0.6974 2.2057 1.5239 -0.15
H 1.1969 3.1463 1.7651 0.12
C 1.6996 1.0383 1.4616 -0.12
N 2.3443 1.0346 0.1619 -0.05
C 2.7934 -0.0527 -0.4997 -0.45
O 3.3470 0.0291 -1.5817 0.05
C 2.5167 -1.3999 0.1601 -0.10
N 1.0961 -1.6751 0.0453 -0.19
C 0.6874 -2.0775 -1.2920 -0.18
C -0.7446 -2.5875 -1.1046 -0.14
H -0.9458 -3.4321 -1.7611 0.11
H -1.4701 -1.8067 -1.3330 0.09
C -0.8144 -2.9830 0.3830 -0.15
H -1.1153 -4.0197 0.5210 0.11
H -1.5191 -2.3484 0.9175 0.09
C 0.6017 -2.7357 0.9071 -0.18
H 0.6105 -2.4089 1.9482 0.12
H 1.2142 -3.6486 0.8170 0.12
H 0.7629 -1.2382 -1.9856 0.12
H 1.3354 -2.8847 -1.6735 0.13
H 2.7997 -1.3779 1.2143 0.13
H 3.1292 -2.1591 -0.3540 0.13
C 2.4314 2.3380 -0.4610 -0.11
C 1.0102 2.8781 -0.7271 -0.13
H 1.0246 3.9717 -0.6716 0.12
H 0.6873 2.5950 -1.7278 0.12
H 2.9859 2.2251 -1.3932 0.12
H 2.9862 3.0115 0.2003 0.13
H 1.1510 0.1087 1.6054 0.10
H 2.4496 1.1432 2.2565 0.13
H -0.0402 2.0055 2.2992 0.11
C -1.6342 1.5845 -1.3886 -0.01
C -2.9511 0.9137 -1.0778 -0.43
O -3.9172 0.8050 -1.7834 0.11
H -1.2707 1.2591 -2.3629 0.13
H -1.7982 2.6633 -1.4290 0.14
H -0.0335 0.4038 -0.5045 0.14
H -4.8422 0.4200 0.8726 0.10
H -3.6673 -0.4730 1.8794 0.09
H -4.2308 -1.1512 0.3252 0.10
```

Its maximum force is 0.4 eV Å⁻¹. The frontier orbital gap is 9.4 eV. As for the charge: 0. As for the structure (SMILES): CN1C(=O)C[C@@H](N2CCN(C(=O)CN3CCCC3)CC2)C1=O. As for the spin multiplicity: 1. The calculation puts the energy at -1030.762874 Eh. For the energy above the lowest of the compared OMol25 structures with the same formula, charge and spin, the calculation gives 1.0 kcal per mole.

# 3
Entry from the OMol25 dataset: a 4-piece molecular cluster, C15H25Br2O9P overall in a non-equilibrium geometry (ωB97M-V with the def2-TZVPD basis set).

The geometry in XYZ format:
```
52
Properties=species:S:1:pos:R:3:lowdin_charge:R:1
C 0.8864 -1.2745 -4.3839 -0.14
C 0.2258 -0.3896 -3.2898 -0.80
Br -1.1773 0.8087 -4.0040 0.58
C 1.3525 0.3476 -2.4291 -0.98
P 1.4777 -0.4621 -0.7224 0.80
Br 1.1255 2.3072 -2.2497 0.53
H 0.5231 -2.3143 -4.3486 0.08
H 1.9566 -1.3281 -4.1694 0.04
H 0.7861 -0.8819 -5.4037 0.08
H -0.2936 -1.0681 -2.6014 0.04
H 2.3463 0.2191 -2.8801 0.03
H 1.2243 -1.8563 -0.9429 -0.09
H 0.3292 0.0497 -0.0529 -0.09
C -1.8967 0.1379 5.3636 -0.02
C -0.6843 0.2915 4.4771 -0.32
C -0.9554 0.9744 3.1661 -0.09
O 0.0723 0.4293 2.3288 0.02
C 0.3817 -0.7939 2.8218 -0.57
O 1.0632 -1.5932 2.2644 0.12
O -0.1928 -0.9858 4.0351 0.09
H -1.6544 -0.4691 6.2374 0.09
H -2.2558 1.1102 5.6984 0.08
H -2.7039 -0.3747 4.8362 0.09
H 0.1211 0.7891 5.0260 0.16
H -0.8707 2.0533 3.2299 0.12
H -1.9269 0.7145 2.7357 0.15
C -2.4977 7.2791 2.0631 -0.02
C -2.3925 5.7794 2.2099 -0.33
C -3.7152 5.0658 2.2762 -0.09
O -3.3825 3.8937 3.0293 0.07
C -2.3292 4.2147 3.8177 -0.56
O -1.9153 3.5293 4.6963 0.15
O -1.8110 5.4172 3.4721 0.10
H -1.5123 7.7391 2.1433 0.09
H -2.9315 7.5462 1.0993 0.09
H -3.1122 7.7075 2.8570 0.09
H -1.7574 5.3681 1.4190 0.16
H -4.1020 4.7988 1.2943 0.14
H -4.4795 5.6239 2.8236 0.14
C 2.6264 -7.0849 -3.8042 -0.02
C 3.2434 -5.7101 -3.6987 -0.33
C 2.5417 -4.7851 -2.7420 -0.10
O 2.8549 -3.5000 -3.2886 0.04
C 3.0547 -3.6696 -4.6205 -0.56
O 3.1561 -2.7850 -5.4072 0.16
O 3.1235 -4.9884 -4.9333 0.09
H 3.1075 -7.6579 -4.5975 0.09
H 2.7292 -7.6308 -2.8660 0.09
H 1.5671 -7.0194 -4.0594 0.09
H 4.3089 -5.7932 -3.4623 0.16
H 2.9100 -4.8721 -1.7211 0.14
H 1.4546 -4.9069 -2.7430 0.14
```

Its maximum force is 1.8 eV Å⁻¹. The frontier orbital gap is 8.8 eV. As for the charge: 0. As for the structure (SMILES): C[C@H](Br)[C@H](P)Br.C[C@@H]1COC(=O)O1.C[C@@H]1COC(=O)O1.C[C@@H]1COC(=O)O1. As for the spin multiplicity: 1. The calculation puts the energy at -6753.113862 Eh.